Computed, not measured: a molecular structure, C36H44CaIN6PSSe2, with the ωB97M-V functional and the def2-TZVPD basis.

```
92
Properties=species:S:1:pos:R:3:forces:R:3:mulliken_charge:R:1
Ca 0.225 0.681 0.122 0.3 0.1 -0.3 1.08
C -0.308 -2.890 -2.627 0.0 0.0 0.0 -1.33
C 0.005 -3.238 -1.177 0.0 0.0 0.0 -0.12
N -1.166 -3.051 -0.328 0.0 0.0 0.0 0.09
C -0.931 -3.372 1.072 0.0 0.0 0.0 -1.15
C -0.073 -2.360 1.822 0.0 0.0 0.0 -0.66
N -0.588 -0.973 1.816 -0.1 -0.1 0.0 0.02
C -1.988 -0.859 2.276 0.0 0.0 0.0 -1.05
C -3.025 -0.855 1.148 0.0 0.0 0.0 0.28
C -3.335 0.516 0.551 0.0 0.0 0.0 -1.27
N -2.305 1.089 -0.337 0.0 0.0 0.0 0.74
C -2.577 0.907 -1.775 0.0 0.0 0.1 -1.36
C -2.016 -0.375 -2.349 0.1 -0.1 0.0 -0.57
N -0.558 -0.394 -2.241 -0.1 -0.1 0.1 0.74
C 0.059 -1.468 -3.037 0.0 0.0 0.0 -0.18
H -1.365 -3.093 -2.836 0.0 0.0 0.0 0.40
H 0.260 -3.548 -3.288 0.0 0.0 0.0 0.48
H 0.806 -2.590 -0.824 0.0 0.0 0.0 -0.41
H 0.391 -4.267 -1.104 0.0 0.0 0.0 0.41
H -1.916 -3.640 -0.674 0.0 0.0 0.0 0.26
H -0.434 -4.347 1.196 0.0 0.0 0.0 0.47
H -1.903 -3.454 1.566 0.0 0.0 0.0 0.43
H 0.939 -2.341 1.411 0.0 0.0 0.0 0.12
H 0.006 -2.728 2.853 0.0 0.0 0.0 0.49
H -0.004 -0.454 2.472 0.0 0.0 0.0 0.12
H -2.077 0.068 2.843 0.0 0.0 0.0 0.39
H -2.213 -1.671 2.977 0.0 0.0 0.0 0.37
H -3.965 -1.241 1.553 0.0 0.0 0.0 0.46
H -2.703 -1.532 0.360 0.0 0.0 0.0 -0.27
H -3.498 1.219 1.374 0.0 0.0 0.0 0.40
H -4.287 0.450 0.008 0.0 0.0 0.0 0.33
H -2.316 2.097 -0.201 0.0 0.0 0.0 -0.43
H -2.125 1.756 -2.294 0.0 0.0 0.0 0.30
H -3.656 0.944 -1.973 0.0 0.0 0.0 0.47
H -2.347 -0.462 -3.395 0.0 0.0 0.0 0.43
H -2.408 -1.239 -1.810 0.0 0.0 0.0 0.32
H -0.184 0.470 -2.636 0.0 0.0 0.0 0.22
H 1.140 -1.351 -2.953 0.0 0.0 0.0 -0.56
H -0.199 -1.342 -4.098 0.0 0.0 0.0 0.57
I -1.242 2.923 2.490 -0.1 0.1 0.1 0.12
C 0.487 3.046 3.671 0.0 0.0 -0.1 0.16
C 0.405 3.776 4.820 0.0 0.0 0.0 -0.70
C 1.559 3.920 5.618 0.0 0.0 0.0 -0.57
C 2.728 3.345 5.215 0.0 0.0 0.0 -0.92
C 2.810 2.591 4.018 0.0 0.0 0.0 0.95
C 4.042 2.025 3.614 0.0 0.0 0.0 -1.03
C 4.105 1.308 2.458 0.0 0.0 0.0 -0.88
C 2.941 1.117 1.677 -0.1 0.0 0.1 0.96
C 1.690 1.622 1.987 0.0 -0.1 0.1 -0.03
C 1.656 2.395 3.196 0.1 0.0 0.0 -0.01
H -0.526 4.240 5.116 0.0 0.0 0.0 0.39
H 1.507 4.492 6.535 0.0 0.0 0.0 0.38
H 3.627 3.460 5.811 0.0 0.0 0.0 0.37
H 4.918 2.177 4.235 0.0 0.0 0.0 0.33
H 5.044 0.876 2.129 0.0 0.0 0.0 0.36
H 3.075 0.523 0.780 0.0 0.0 0.0 -0.59
Se 3.403 -1.999 -0.399 0.0 0.0 0.0 -0.29
P 3.804 -0.508 -1.878 0.0 0.0 0.0 0.27
Se 2.453 1.182 -2.001 0.0 0.1 -0.1 -0.33
C 3.933 -1.295 -3.526 0.0 0.0 0.0 0.58
C 4.663 -2.478 -3.640 0.0 0.0 0.0 -0.71
C 4.810 -3.090 -4.874 0.0 0.0 0.1 -0.65
C 4.222 -2.532 -6.003 0.0 0.0 0.0 -0.47
C 3.491 -1.360 -5.893 0.0 0.0 0.0 -0.72
C 3.348 -0.739 -4.657 0.0 0.0 0.0 -0.07
C 5.479 0.191 -1.655 0.0 0.0 0.0 0.62
C 5.965 1.090 -2.603 0.0 0.0 0.0 -0.36
C 7.224 1.647 -2.451 0.0 0.0 0.0 -0.73
C 8.003 1.317 -1.347 0.0 0.0 0.0 -0.46
C 7.520 0.425 -0.402 0.0 0.0 0.0 -0.52
C 6.260 -0.142 -0.557 0.0 0.0 0.0 -0.49
H 5.098 -2.921 -2.752 0.0 0.0 0.0 0.40
H 5.378 -4.008 -4.955 0.0 0.0 0.0 0.40
H 4.332 -3.015 -6.966 0.0 0.0 0.0 0.39
H 3.028 -0.924 -6.769 0.0 0.0 0.0 0.40
H 2.773 0.174 -4.561 0.0 0.0 0.0 0.38
H 5.349 1.361 -3.452 0.0 0.0 0.0 0.39
H 7.598 2.343 -3.191 0.0 0.0 0.0 0.40
H 8.985 1.756 -1.227 0.0 0.0 0.0 0.37
H 8.123 0.166 0.458 0.0 0.0 0.0 0.40
H 5.875 -0.847 0.171 0.0 0.0 0.0 0.37
S 0.183 3.461 -1.223 -0.1 0.0 -0.1 -0.16
C -0.980 4.490 -0.632 0.1 0.1 0.1 -0.33
N -0.568 5.712 -0.139 0.0 -0.1 0.0 0.11
C -1.399 6.628 0.380 0.0 0.1 0.0 -0.11
C -2.733 6.373 0.418 0.0 0.0 0.0 -0.76
C -3.132 5.120 -0.082 0.1 -0.1 0.0 0.04
N -2.315 4.223 -0.576 -0.1 0.0 0.0 -0.17
H 0.432 5.863 -0.153 0.0 0.0 0.0 0.24
H -0.947 7.539 0.748 0.0 0.0 0.0 0.42
H -3.438 7.078 0.825 0.0 0.0 0.0 0.41
H -4.181 4.845 -0.063 0.0 0.0 0.0 0.42
```
Forces are in eV/Å.

Computed properties:
**LUMO**: -0.757 eV
**E_HOMO**: -7.0 eV
**2S+1**: 1
**HOMO-LUMO gap**: 6.2 eV

---

Computed, not measured: a molecular structure, C11H14N2, with the ωB97M-V functional and the def2-TZVPD basis.

```
27
Properties=species:S:1:pos:R:3:forces:R:3:nbo_charge:R:1
C 2.784 -0.423 -1.983 0.0 0.0 -1.2 0.28
C 1.920 -2.211 -0.692 -1.0 1.3 -1.9 0.26
C -0.098 -0.172 0.745 -0.9 -3.8 -0.1 -0.33
C -0.029 0.350 2.008 -0.7 -0.3 -1.3 0.17
C 0.437 0.172 -0.571 0.3 -0.4 -0.1 0.00
C 1.621 -1.141 -1.593 0.7 2.1 2.2 -0.29
C 0.272 -0.507 -1.901 -0.1 0.6 -0.2 -0.06
C -0.555 -0.398 3.265 -1.5 0.1 -3.0 -0.66
C 0.399 1.768 2.163 3.0 -2.8 -3.2 -0.65
C -0.709 -1.650 -2.000 -0.7 -0.8 3.4 -0.62
C 0.336 0.482 -3.142 1.2 -1.8 0.1 -0.61
N 3.594 0.133 -2.589 0.3 0.1 0.5 -0.33
N 2.309 -3.132 -0.153 0.5 -1.6 1.4 -0.31
H -0.599 -1.220 0.684 0.8 1.7 0.4 0.20
H 0.982 1.088 -0.613 0.5 0.5 -0.3 0.21
H 0.067 -1.226 3.521 0.0 -1.2 -0.5 0.24
H -0.421 0.174 4.109 -0.1 2.0 1.9 0.21
H -1.679 -0.608 3.128 1.9 -0.1 0.3 0.24
H 0.882 2.101 1.191 -0.8 0.2 1.5 0.21
H -0.345 2.300 2.545 -3.6 2.8 0.9 0.22
H 1.067 1.752 2.951 2.1 0.3 1.5 0.22
H -1.005 -1.838 -2.993 -0.2 -0.6 -1.0 0.23
H -1.599 -1.558 -1.325 0.2 0.7 -1.0 0.22
H -0.271 -2.535 -1.436 -0.3 0.6 -1.4 0.23
H -0.592 1.005 -3.245 -0.4 0.7 0.2 0.22
H 0.433 -0.126 -4.067 -0.1 0.1 0.5 0.22
H 1.270 1.096 -3.163 -1.2 -0.1 0.4 0.24
```
Forces are in eV/Å.

Computed properties:
**LUMO (alpha / beta)**: -0.902 / -0.900 eV
**E_HOMO (alpha / beta)**: -8.3 / -8.3 eV
**2S+1**: 1
**HOMO-LUMO gap (alpha / beta)**: 7.4 / 7.4 eV

---

Computed, not measured: a molecular structure, C6H14N2, with the ωB97M-V functional and the def2-TZVPD basis.

```
22
Properties=species:S:1:pos:R:3:forces:R:3:mulliken_spin:R:1
C 0.909 -0.585 -0.119 5.8 2.3 -0.9 0.86
C -1.052 -0.763 0.230 -6.4 1.6 -1.5 0.78
C 0.502 0.863 0.029 2.5 0.6 1.3 0.07
C 1.739 -1.216 0.986 -2.5 -3.3 0.0 0.00
C -1.747 -1.389 -1.054 3.8 2.3 -1.2 0.02
C 0.892 1.781 -1.176 1.9 -5.8 0.3 -0.01
N -0.940 0.720 0.196 -0.8 -3.0 1.4 0.14
N -1.524 1.233 1.389 -0.7 0.3 -0.8 0.00
H 1.141 -0.970 -1.151 -0.4 0.3 1.2 -0.03
H -1.198 -1.066 1.241 -0.5 -1.0 0.4 0.02
H 0.957 1.192 1.080 -0.8 -0.3 -2.1 0.02
H 1.595 -2.362 0.825 0.6 1.6 0.4 0.00
H 1.641 -1.118 2.107 -0.8 0.7 -1.3 0.01
H 2.728 -0.983 0.790 2.2 0.2 -0.4 0.06
H -1.566 -0.699 -2.036 0.0 -1.1 2.5 0.00
H -2.797 -1.280 -0.966 -1.1 -1.0 0.3 0.04
H -1.210 -2.311 -1.389 -1.3 0.1 0.6 0.00
H 2.059 1.750 -1.185 -2.2 0.2 -0.7 0.00
H 0.511 2.706 -1.195 -1.3 3.6 0.4 0.01
H 0.342 1.177 -1.981 1.5 1.1 0.3 0.00
H -1.939 2.096 1.083 0.0 0.4 0.8 0.01
H -1.042 1.223 2.293 0.4 0.2 -0.9 0.00
```
Forces are in eV/Å.

Computed properties:
**⟨S²⟩**: 2.007
**LUMO (alpha / beta)**: 1.159 / -1.022 eV
**E_HOMO (alpha / beta)**: -4.4 / -9.1 eV
**2S+1**: 3
**HOMO-LUMO gap (alpha / beta)**: 5.6 / 8.1 eV

---

Computed, not measured: a molecular structure, C47H45FIN7O3PSSeV, with the ωB97M-V functional and the def2-TZVPD basis.

```
108
Properties=species:S:1:pos:R:3:forces:R:3:mulliken_spin:R:1
V -0.170 -0.010 -0.136 -2.0 -0.7 -1.4 1.19
C 7.546 1.398 -1.353 -0.1 -0.1 0.0 0.00
C 6.973 -0.014 -1.412 0.3 0.2 0.0 0.00
N 5.514 0.011 -1.600 -0.1 -0.1 0.2 0.00
C 4.729 -0.158 -0.534 0.1 0.0 0.1 0.00
C 3.375 0.059 -0.526 -0.7 0.0 -0.2 0.00
C 2.636 -0.230 0.719 1.6 0.0 0.1 0.00
O 3.153 -0.511 1.759 -0.5 0.0 -0.1 0.00
O 1.296 -0.174 0.567 2.5 0.1 2.0 -0.04
C 2.726 0.565 -1.702 0.3 0.0 0.2 -0.01
O 1.557 1.016 -1.731 -0.1 0.1 0.2 0.01
C 3.553 0.529 -2.900 0.1 0.0 0.0 0.00
C 2.968 0.711 -4.154 0.0 0.0 0.0 0.00
C 3.718 0.670 -5.293 -0.2 0.0 0.1 0.00
F 3.058 0.766 -6.464 0.1 0.0 0.0 0.00
C 5.123 0.506 -5.271 -0.1 0.0 0.2 0.00
C 5.691 0.323 -4.010 0.2 0.0 -0.1 0.00
C 4.935 0.287 -2.836 -0.3 0.1 -0.1 0.00
N 5.913 0.546 -6.417 0.1 0.1 -0.2 0.00
C 5.358 0.847 -7.743 0.0 0.0 0.1 0.00
C 6.498 1.093 -8.738 -0.3 -0.2 -0.1 0.00
N 7.618 1.767 -8.012 0.0 0.1 -0.1 0.00
C 8.258 0.822 -7.033 0.1 -0.4 0.3 0.00
C 7.189 -0.145 -6.510 -0.1 0.0 -0.1 0.00
H 8.623 1.357 -1.199 0.0 0.0 0.0 0.00
H 7.106 1.947 -0.520 0.0 0.0 0.0 0.00
H 7.349 1.950 -2.272 0.0 0.0 0.0 0.00
H 7.176 -0.532 -0.478 -0.1 -0.1 0.0 0.00
H 7.431 -0.598 -2.209 -0.1 -0.1 0.0 0.00
H 5.206 -0.477 0.385 0.1 0.1 0.0 0.00
H 1.896 0.842 -4.219 0.0 0.0 -0.1 0.00
H 6.760 0.199 -3.938 0.0 0.0 0.0 0.00
H 4.747 1.745 -7.677 0.0 0.0 0.0 0.00
H 4.729 0.043 -8.133 0.0 0.0 0.0 0.00
H 6.152 1.724 -9.553 0.1 0.1 0.0 0.00
H 6.888 0.172 -9.167 0.1 0.0 0.0 0.00
H 7.227 2.563 -7.506 0.1 0.1 0.0 0.00
H 8.312 2.136 -8.662 0.0 0.0 0.0 0.00
H 8.698 1.412 -6.231 0.0 0.1 -0.1 0.00
H 9.052 0.274 -7.538 0.0 0.1 -0.1 0.00
H 7.512 -0.539 -5.554 0.0 0.0 0.0 0.00
H 7.095 -1.003 -7.183 0.0 0.0 0.0 0.00
I -1.100 1.847 1.982 -0.1 0.2 0.2 -0.01
C -2.125 1.099 3.688 0.2 0.0 -0.3 0.01
C -2.545 2.102 4.512 0.1 0.1 -0.2 0.00
C -3.190 1.800 5.718 -0.1 -0.1 0.2 0.00
C -3.381 0.495 6.055 0.0 0.1 0.0 0.00
C -2.971 -0.553 5.199 0.1 0.1 -0.1 0.00
C -3.222 -1.880 5.601 0.0 -0.1 0.0 0.00
C -2.861 -2.929 4.810 0.0 0.0 0.1 0.00
C -2.233 -2.673 3.589 0.0 0.2 0.0 0.00
C -1.955 -1.395 3.139 0.2 0.0 0.0 0.00
P -1.104 -1.543 1.496 -0.5 -1.1 0.5 -0.07
C -2.366 -2.514 0.631 0.0 0.1 -0.2 -0.01
C -2.368 -3.901 0.525 0.1 0.0 -0.1 0.00
C -3.489 -4.548 0.028 0.0 -0.1 0.0 0.00
C -4.610 -3.820 -0.345 0.0 0.0 -0.1 0.00
C -4.598 -2.434 -0.270 -0.1 0.0 -0.1 0.00
C -3.475 -1.782 0.205 0.1 0.0 0.1 0.00
C 0.314 -2.596 1.923 0.1 0.0 -0.1 0.00
C 0.873 -3.454 0.975 -0.1 0.0 0.0 0.01
C 1.954 -4.250 1.315 0.0 0.0 0.0 0.00
C 2.507 -4.168 2.586 0.0 0.0 0.0 0.00
C 1.987 -3.279 3.513 0.0 0.0 0.0 0.00
C 0.891 -2.496 3.187 -0.1 0.0 0.0 0.00
C -2.317 -0.278 3.949 -0.1 -0.1 0.1 0.00
H -2.378 3.139 4.249 0.0 0.0 0.0 0.00
H -3.519 2.598 6.368 0.0 0.0 0.0 0.00
H -3.858 0.237 6.992 0.0 0.0 0.0 0.00
H -3.710 -2.051 6.552 0.0 0.0 0.0 0.00
H -3.051 -3.950 5.111 0.0 0.0 0.0 0.00
H -1.948 -3.524 2.990 0.0 0.0 0.0 0.00
H -1.512 -4.481 0.845 0.0 0.0 0.0 0.00
H -3.491 -5.626 -0.056 0.0 0.0 0.0 0.00
H -5.497 -4.336 -0.687 0.0 0.0 -0.1 0.00
H -5.465 -1.866 -0.579 0.0 0.0 0.0 0.00
H -3.472 -0.698 0.290 -0.1 0.0 0.0 0.00
H 0.456 -3.501 -0.023 0.0 -0.1 0.0 0.00
H 2.363 -4.941 0.589 0.0 0.0 0.0 0.00
H 3.346 -4.797 2.852 0.0 0.0 0.0 0.00
H 2.434 -3.190 4.494 0.0 0.0 0.0 0.00
H 0.484 -1.814 3.923 0.0 0.0 0.0 0.00
C -3.472 1.174 -4.955 -0.1 0.0 0.1 0.00
C -4.006 1.436 -3.536 0.1 -0.1 -0.3 0.00
C -2.872 1.672 -2.603 0.2 0.3 0.2 0.00
N -2.243 0.765 -1.955 -0.4 -0.4 0.0 0.01
N -1.177 1.240 -1.243 -0.5 1.6 -0.6 0.02
C -0.972 2.541 -1.395 -0.2 0.1 -0.4 -0.03
N 0.032 3.212 -0.808 -0.1 0.0 0.1 0.01
S -2.160 3.271 -2.409 0.1 -0.2 0.1 0.00
H -4.304 1.069 -5.648 0.0 0.0 0.0 0.00
H -2.884 0.256 -4.980 0.0 0.0 0.0 0.00
H -2.847 1.999 -5.297 0.0 0.0 0.0 0.00
H -4.574 0.576 -3.184 0.0 0.0 0.1 0.00
H -4.661 2.307 -3.551 -0.1 0.0 0.1 0.00
H 0.891 2.703 -0.652 0.1 -0.1 -0.1 0.01
H 0.132 4.196 -0.998 0.0 0.0 0.0 0.00
Se 0.239 -1.408 -1.999 -0.3 -0.5 -0.4 -0.09
C -0.929 -2.835 -2.584 0.2 0.0 0.2 0.01
C -2.156 -2.585 -3.175 -0.1 0.1 0.1 -0.01
C -2.817 -3.647 -3.780 0.1 0.1 0.1 0.00
N -2.328 -4.878 -3.813 -0.3 -0.3 -0.1 0.00
C -1.157 -5.115 -3.241 0.1 0.2 0.1 0.00
C -0.409 -4.122 -2.620 0.0 0.0 0.1 0.00
H -2.574 -1.590 -3.183 -0.1 0.0 0.0 0.00
H -3.775 -3.501 -4.268 0.0 0.1 0.0 0.00
H -0.791 -6.134 -3.293 0.0 0.0 0.0 0.00
H 0.566 -4.350 -2.207 0.0 0.0 0.0 0.00
```
Forces are in eV/Å.

Computed properties:
**⟨S²⟩**: 0.781
**LUMO (alpha / beta)**: -8.052 / -7.451 eV
**E_HOMO (alpha / beta)**: -14.1 / -14.1 eV
**2S+1**: 2
**HOMO-LUMO gap (alpha / beta)**: 6.1 / 6.7 eV
**Net charge**: +3

---

| no. | maximum force (eV Å⁻¹) |
| --- | --- |
| 1 | 0.42 |
| 2 | 5.24 |
| 3 | 6.76 |
| 4 | 3.19 |